Computed, not measured: a cluster of 2 separate species, C37H30BF3N2O2S in total in a non-equilibrium geometry, with ωB97M-V/def2-TZVPD.

Geometry (Å):
C: 5.65919 -2.14107 -0.08895
N: 4.31420 -2.67755 -0.03431
C: 3.15612 -2.00113 -0.28654
C: 2.04657 -2.85798 -0.08217
C: 0.69023 -2.48493 -0.17536
C: -0.38153 -3.37711 -0.33459
C: -0.44321 -4.71266 -0.82370
N: -1.71636 -5.18982 -0.68629
C: -2.19116 -6.51876 -1.02591
C: -2.53040 -4.19692 -0.13553
C: -1.74051 -3.04678 0.08084
C: -2.28333 -1.94335 0.72424
C: -3.62696 -1.99800 1.12397
C: -4.40104 -3.15344 0.92074
C: -3.85207 -4.28373 0.29180
C: 2.60965 -4.15390 0.33134
C: 4.01834 -3.98768 0.33122
C: 4.91682 -4.97969 0.70776
C: 4.37438 -6.20723 1.10942
C: 2.98295 -6.39821 1.13138
C: 2.09956 -5.36478 0.77628
H: 6.34488 -2.93498 0.20316
H: 5.92050 -1.80388 -1.09998
H: 5.77994 -1.29629 0.60167
H: 3.14561 -0.96412 -0.59385
H: 0.44777 -1.42288 -0.11303
H: 0.36296 -5.30647 -1.24743
H: -3.24424 -6.57992 -0.73997
H: -2.09828 -6.70847 -2.10346
H: -1.62848 -7.29572 -0.49105
H: -1.64904 -1.07979 0.90887
H: -4.07358 -1.12734 1.61296
H: -5.43353 -3.17485 1.25466
H: -4.41522 -5.19959 0.13860
H: 5.98639 -4.77940 0.67886
H: 5.04461 -7.01023 1.40960
H: 2.57459 -7.36526 1.42868
H: 1.02282 -5.50299 0.82327
C: -1.48927 9.35095 -0.02701
C: -1.58357 7.90349 0.25194
C: -1.95418 7.28247 1.42346
C: -1.87678 5.83806 1.34512
C: -1.43820 5.36629 0.12857
B: -1.23714 3.83509 -0.40628
C: 0.26301 3.33641 0.14437
C: 1.41574 3.82657 -0.44683
C: 2.68700 3.40946 -0.01749
C: 2.77600 2.50916 1.03540
C: 4.11895 2.04603 1.55485
F: 4.33166 2.44741 2.85116
F: 4.20173 0.67249 1.55432
F: 5.17150 2.50800 0.81122
C: 1.63417 2.04243 1.66750
C: 0.37393 2.46508 1.21730
O: -2.37123 3.05505 0.15029
C: -3.05333 2.62496 -0.91883
C: -2.43167 3.03948 -2.14130
C: -2.88271 2.53353 -3.36588
C: -3.96197 1.65052 -3.35932
C: -4.56781 1.24743 -2.16456
C: -4.11937 1.72111 -0.93234
O: -1.33218 3.77094 -1.90302
S: -1.19322 6.70317 -0.93891
H: -1.81815 9.91116 0.85253
H: -0.45329 9.62331 -0.25853
H: -2.11478 9.62488 -0.88355
H: -2.26340 7.84412 2.30520
H: -2.11094 5.22607 2.20522
H: 1.36152 4.55026 -1.26145
H: 3.58824 3.78571 -0.49385
H: 1.71651 1.36104 2.51491
H: -0.50677 2.08985 1.74119
H: -2.37857 2.82253 -4.28248
H: -4.33926 1.25529 -4.30437
H: -5.40301 0.54428 -2.19041
H: -4.54828 1.40278 0.01470

Computed properties:
LUMO, eV: -2.706
DFT total energy, Ha: -2410.6154
2S+1: 1
Charge: 0
Gap between HOMO and LUMO, eV: 3.2

Computed, not measured: a structure of composition C3H4CrO3 in a non-equilibrium geometry, with ωB97M-V/def2-TZVPD.

Geometry (Å):
H: -1.19789 -1.20365 -1.00211
O: 0.68137 -0.81068 -0.14038
Cr: 3.77230 -0.18975 0.48060
C: -0.72685 -0.94239 0.00533
C: -1.24111 0.49683 0.02129
H: -0.95730 -1.51806 0.90604
H: -1.59537 0.81100 1.00903
H: -2.01537 0.72319 -0.71734
O: 2.20521 0.81086 -0.04771
C: 1.04560 0.51373 -0.28661
O: 0.02940 1.30890 -0.22815

Computed properties:
LUMO (alpha / beta), eV: -4.520 / -4.247
DFT total energy, Ha: -1386.5962
2S+1: 6
Charge: +1
Gap between HOMO and LUMO (alpha / beta), eV: 8.0 / 11.2

Computed, not measured: a cluster of 2 separate species, C3H6NO2 in total in a non-equilibrium geometry, with ωB97M-V/def2-TZVPD.

Geometry (Å):
C: 0.71441 1.51434 1.46313
C: 0.05467 0.31192 1.47881
N: -0.31616 -0.49559 2.53659
H: 1.25109 1.92592 2.34412
H: 0.71436 1.88289 0.49884
H: -0.23752 -0.00285 0.52745
H: 0.44719 -0.54741 3.18617
H: -0.45785 -1.41636 2.17132
O: -0.74139 -1.32622 -1.36750
C: -0.08928 -0.54550 -2.17224
O: 0.26408 0.70435 -2.13572
H: 0.23547 -1.08266 -3.07651

Computed properties:
LUMO, eV: 4.128
DFT total energy, Ha: -323.1600
2S+1: 1
Charge: -1
Gap between HOMO and LUMO, eV: 8.2

Computed, not measured: a structure of composition C27H37F6GaIO20, with ωB97M-V/def2-TZVPD.

Geometry (Å):
C: 5.02235 -0.59131 2.09785
C: 3.58307 -0.06974 2.15779
Ga: 3.33856 1.92728 2.21721
C: 3.39072 2.77593 0.40200
I: 5.34365 2.91534 3.68513
C: 1.57618 2.35046 3.11356
C: 0.39717 2.20128 2.15133
C: -0.93120 2.56166 2.81742
C: -2.17534 2.40600 1.95890
O: -2.07828 1.26958 1.07448
C: -2.35845 0.06307 1.56984
C: -1.87685 -1.02007 0.64672
O: -2.94225 -0.12020 2.61035
H: 5.45223 -0.68352 3.09923
H: 5.68486 0.08281 1.54366
H: 5.11468 -1.57077 1.60689
H: 3.04397 -0.38909 1.25591
H: 3.06522 -0.50845 3.01925
H: 2.46936 2.46450 -0.10509
H: 3.41047 3.86723 0.48786
H: 4.25382 2.45174 -0.18146
H: 1.55179 3.37599 3.50157
H: 1.41960 1.68152 3.97318
H: 0.35167 1.17828 1.75907
H: 0.54367 2.87075 1.29436
H: -0.88186 3.61734 3.11027
H: -1.04200 1.99183 3.74719
H: -3.07124 2.29162 2.56810
H: -2.33138 3.26049 1.30069
H: -1.70231 -1.92390 1.22598
H: -0.97648 -0.71084 0.11943
H: -2.65676 -1.23104 -0.08906
C: 2.22342 3.83963 7.18585
C: 1.34594 4.87404 6.50532
O: 0.04470 4.35790 6.73108
C: 0.07832 3.58490 7.84798
O: -0.88434 3.19238 8.42267
O: 1.35479 3.34954 8.21679
F: 1.59160 4.96350 5.18744
H: 2.47698 3.03460 6.49428
H: 3.12707 4.25047 7.62415
H: 1.39722 5.87714 6.93570
C: 2.83359 4.72889 -3.78356
C: 2.88173 3.28680 -3.30276
O: 4.15463 3.21016 -2.72529
C: 4.52339 4.45484 -2.30621
O: 5.39780 4.67729 -1.54800
O: 3.70154 5.38577 -2.86818
F: 2.79389 2.41029 -4.33975
H: 3.24909 4.78416 -4.79257
H: 1.84749 5.18240 -3.75225
H: 2.13472 3.01349 -2.55507
C: 0.81316 -3.27043 -1.53737
C: 1.97119 -3.14997 -2.50852
O: 2.17044 -1.76236 -2.58091
C: 1.71633 -1.19848 -1.41516
O: 1.94249 -0.09367 -1.06812
O: 0.98998 -2.11009 -0.72513
F: 1.65551 -3.62986 -3.74393
H: -0.13277 -3.20369 -2.07660
H: 0.82576 -4.16464 -0.92325
H: 2.89859 -3.62832 -2.18750
C: -4.87847 1.16839 4.71445
C: -4.66940 2.55415 5.30053
O: -5.89563 2.79580 5.96495
C: -6.45971 1.59762 6.27849
O: -7.38183 1.46162 7.01359
O: -5.81576 0.60164 5.64083
F: -4.49200 3.50767 4.35344
H: -5.34233 1.24382 3.72963
H: -3.98616 0.55731 4.64645
H: -3.85525 2.63001 6.02341
C: -1.13632 -6.51040 -5.55404
C: -0.62894 -7.68447 -4.73516
O: -0.32672 -7.07978 -3.49438
C: -1.09400 -5.96374 -3.36235
O: -1.22933 -5.35306 -2.35505
O: -1.68217 -5.66384 -4.53906
F: 0.49123 -8.23944 -5.24977
H: -0.31504 -6.00227 -6.05851
H: -1.90751 -6.77585 -6.27029
H: -1.35973 -8.47869 -4.56807
C: -4.07446 -5.04365 -9.16420
C: -3.71690 -3.68035 -8.59545
O: -2.47694 -3.93553 -7.96784
C: -1.89211 -5.00071 -8.57469
O: -0.76268 -5.32753 -8.42953
O: -2.78941 -5.63216 -9.36935
F: -4.60950 -3.25633 -7.67559
H: -4.62444 -5.61663 -8.41542
H: -4.62232 -5.01408 -10.10026
H: -3.57901 -2.89196 -9.33756

Computed properties:
LUMO, eV: 1.195
DFT total energy, Ha: -5377.7095
2S+1: 1
Charge: -1
Gap between HOMO and LUMO, eV: 5.9

Computed, not measured: a structure of composition C37H45Br2Cl45F13N3O9P3 in a non-equilibrium geometry, with ωB97M-V/def2-TZVPD.

Geometry (Å):
C: 0.18540 -5.70348 3.60270
C: 0.31971 -4.39703 4.52777
O: -0.88631 -3.60295 4.65474
C: -1.36199 -3.36458 3.31824
C: -2.22014 -1.98140 3.18045
C: -2.18102 -1.35293 1.66654
C: -2.64443 -2.55942 0.78683
C: -3.47780 -2.45885 -0.55760
C: -2.76375 -2.57609 -1.97761
F: -3.81305 -3.07693 -2.86942
Br: -1.35056 -3.94812 -2.14601
C: -2.40776 -1.12541 -2.68304
F: -2.41549 -0.04015 -1.76397
F: -3.42881 -0.80724 -3.65025
Br: -0.73928 -1.30755 -3.74338
C: -3.40178 -0.25912 1.70440
C: -4.90968 -0.73941 1.96628
O: -5.58854 -0.24419 3.11968
C: -5.64880 -1.04293 4.24389
F: -6.72955 -0.52428 5.03823
F: -4.51637 -0.95924 5.12666
F: -5.93584 -2.40634 4.08225
C: -2.90225 1.21595 2.26825
N: -3.38125 1.66286 3.58055
P: -4.18558 2.16354 1.16947
P: -4.59686 4.20805 1.90311
O: -4.38057 5.16159 0.69404
O: -6.27366 4.29193 2.23891
O: -3.62214 4.71681 3.17795
N: -1.40969 1.12688 1.96361
C: -0.41529 1.65890 3.01605
C: -0.49346 1.24207 4.52903
C: 0.13810 -0.03986 5.27897
N: -1.03551 2.08257 5.41494
P: -1.04019 2.43460 0.74609
O: -1.51798 3.84031 1.03838
C: -0.99627 -0.24229 1.39370
F: -0.06610 -0.83784 2.39349
C: 0.05804 -0.44936 0.22500
O: 0.09281 -1.68016 -0.10600
C: 1.24955 0.28700 -0.48725
F: 1.78383 -0.53749 -1.56645
F: 0.92316 1.42875 -1.30698
C: 2.61166 0.50998 0.36141
F: 2.63484 1.63095 1.20814
F: 3.60331 0.79531 -0.65364
C: 3.17103 -0.74908 1.15666
F: 2.76817 -0.80618 2.54077
F: 2.91952 -2.01677 0.58975
C: 4.79802 -0.62769 1.25869
O: 5.37741 0.42404 1.62142
O: 5.64765 -1.74663 1.00288
H: 0.80392 -6.60141 3.99791
H: -0.88059 -6.05320 3.40640
H: 0.67061 -5.44315 2.58326
H: 1.14670 -3.74191 4.05198
H: 0.73360 -4.75673 5.54261
H: -2.04320 -4.22730 2.96032
H: -0.53195 -3.28704 2.52278
H: -1.94569 -1.21177 3.97851
H: -3.28980 -2.32520 3.46207
H: -1.77498 -3.30522 0.61322
H: -3.34151 -3.17765 1.48340
H: -4.20124 -1.55805 -0.64979
H: -4.21671 -3.35564 -0.55998
H: -3.40795 0.03067 0.57075
H: -5.03857 -1.88618 1.87128
H: -5.50756 -0.35019 1.05258
H: -3.22532 0.98991 4.34381
H: -4.37585 1.90739 3.61385
H: -3.66949 2.37682 -0.17478
H: -6.75043 4.59385 1.42241
H: -2.77907 4.22045 3.24649
H: 0.68148 1.48474 2.67881
H: -0.44585 2.82069 3.05465
H: 0.92429 -0.59239 4.66767
H: 0.64214 0.34135 6.24558
H: -0.71811 -0.71952 5.64967
H: -1.35006 2.94508 4.92456
H: -1.40658 2.06683 -0.58756
H: 0.40877 2.53223 0.79015
H: 5.35349 -2.22971 0.19672
C: 1.06515 -9.33625 1.84888
Cl: 2.00134 -8.87237 0.42250
Cl: 1.91718 -8.87378 3.32988
Cl: -0.54115 -8.59953 1.80241
H: 0.94520 -10.41798 1.84407
C: 8.14448 1.22587 3.57243
Cl: 8.45193 -0.46192 4.00593
Cl: 7.67042 2.15816 5.00009
Cl: 9.57004 1.94152 2.80659
H: 7.32328 1.25129 2.85852
C: -1.89456 3.57972 -3.44105
Cl: -3.65558 3.56313 -3.59329
Cl: -1.40683 4.43088 -1.96904
Cl: -1.25918 1.92709 -3.44491
H: -1.48037 4.11078 -4.29633
C: -6.64460 5.66430 -5.62532
Cl: -6.55380 5.18048 -3.92458
Cl: -7.21690 7.33170 -5.76600
Cl: -5.06867 5.47862 -6.40961
H: -7.35692 5.01354 -6.12914
C: -4.24566 8.64628 -0.63013
Cl: -4.98372 7.77303 -1.97932
Cl: -2.50075 8.81079 -0.87714
Cl: -4.99838 10.23515 -0.43044
H: -4.41002 8.07186 0.27999
C: 6.99549 1.45314 -1.60055
Cl: 8.10151 0.60501 -0.51695
Cl: 7.86377 2.66155 -2.55776
Cl: 6.16011 0.30547 -2.65037
H: 6.24983 1.96627 -0.99586
C: 3.18313 -10.19645 -3.21220
Cl: 3.39898 -11.11579 -1.71522
Cl: 2.82794 -11.28238 -4.56308
Cl: 1.89660 -8.99629 -3.02151
H: 4.11107 -9.67136 -3.42964
C: 9.21564 5.28001 -5.00217
Cl: 8.84867 6.89252 -4.37456
Cl: 8.48698 5.05359 -6.59917
Cl: 10.96417 5.02419 -5.07448
H: 8.78938 4.54330 -4.32432
C: 2.25339 -6.46182 -6.12769
Cl: 0.81320 -7.29854 -6.72224
Cl: 1.96212 -5.79823 -4.51127
Cl: 3.64790 -7.55182 -6.11941
H: 2.47266 -5.63564 -6.80122
C: 8.71770 2.32765 -9.70846
Cl: 7.24437 1.80287 -10.53664
Cl: 9.61538 0.93273 -9.09284
Cl: 9.73176 3.29003 -10.79356
H: 8.43146 2.95157 -8.86218
C: -0.89223 -1.64900 8.91874
Cl: -0.30079 -0.40590 10.02883
Cl: -2.17731 -0.99997 7.88759
Cl: 0.43474 -2.28870 7.93683
H: -1.30575 -2.46560 9.50752
C: -5.55387 6.94970 -10.03768
Cl: -7.05634 6.72577 -9.13049
Cl: -4.83522 5.38510 -10.44684
Cl: -5.84577 7.90142 -11.49964
H: -4.85246 7.49458 -9.40859
C: 0.69305 10.55476 -2.40686
Cl: 1.07676 8.88838 -1.94809
Cl: 0.26664 11.50948 -0.98024
Cl: 2.05274 11.29201 -3.26529
H: -0.16525 10.53651 -3.07590
C: 6.62299 -11.58736 -5.07517
Cl: 6.67508 -12.08348 -3.37829
Cl: 6.12075 -9.89501 -5.21285
Cl: 8.19652 -11.83260 -5.84405
H: 5.88946 -12.20479 -5.59044
C: -5.20565 1.76163 8.38572
Cl: -5.98093 0.94230 7.02272
Cl: -3.45009 1.79737 8.16524
Cl: -5.84694 3.39958 8.57517
H: -5.42432 1.20104 9.29271

Computed properties:
LUMO, eV: -5.147
DFT total energy, Ha: -30456.5637
2S+1: 1
Charge: +1
Gap between HOMO and LUMO, eV: 6.9